# 1
Below is a cluster of 12 separate species, C47H73FN17OS2 in total, with properties calculated with ωB97M-V with the def2-TZVPD basis set.

Each line ends with the Löwdin charge.
Element x y z (Å)
1 C -1.79929 -6.39010 -1.47459  -0.08
2 C -0.99035 -6.51461 -0.16730  -0.21
3 N 0.13279 -5.54635 -0.04101  0.05
4 N -0.18570 -4.27161 -0.52120  -0.05
5 C 0.28301 -3.93676 -1.70752  -0.03
6 N -0.12430 -2.70816 -1.94160  -0.01
7 C 0.26188 -2.13261 -3.23996  -0.04
8 C -0.87704 -2.49321 -4.26259  -0.16
9 F -0.42417 -3.33304 -5.25834  -0.03
10 C -0.84837 -2.19900 -0.89890  -0.13
11 C -1.40043 -0.77103 -0.88047  -0.05
12 C -0.11276 0.13492 -0.78909  -0.17
13 C -0.36231 1.63013 -0.47535  -0.16
14 C -1.15419 1.94062 0.82004  -0.12
15 N -0.46860 1.39601 1.97860  -0.13
16 C -1.01285 0.34170 2.60373  -0.16
17 C -0.27571 -0.05034 3.69793  -0.07
18 C 0.81544 0.89207 3.68241  -0.11
19 C 0.67846 1.75924 2.60823  -0.09
20 C -0.91401 -3.23902 0.02051  -0.10
21 C -1.62421 -3.28433 1.36797  -0.07
22 C -3.19421 -3.34818 1.14999  -0.19
23 C -3.64866 -4.83408 1.03829  -0.46
24 S -5.33704 -5.24899 1.64710  0.85
25 C -6.28960 -3.75594 2.06159  -1.06
26 S -6.23140 -3.26002 3.61468  0.71
27 N -7.08703 -3.08264 1.11707  -0.17
28 C -6.80800 -3.54714 -0.25498  -0.20
29 C -7.56881 -2.76144 -1.36189  -0.18
30 O -7.64218 -1.35907 -1.17339  -0.13
31 C -7.91150 -1.01654 0.17184  -0.18
32 C -6.84273 -1.63150 1.12293  -0.19
33 H -2.52646 -7.21043 -1.55857  0.08
34 H -1.07807 -6.52283 -2.30557  0.08
35 H -2.25743 -5.39484 -1.56023  0.06
36 H -0.53129 -7.51966 -0.17991  0.12
37 H -1.63688 -6.51994 0.72884  0.09
38 H 0.29413 -5.44271 0.95833  0.13
39 H 0.87161 -4.55158 -2.38064  0.18
40 H 0.34107 -1.04203 -3.24123  0.11
41 H 1.21440 -2.59060 -3.52966  0.14
42 H -1.67871 -3.04139 -3.73510  0.13
43 H -1.34177 -1.58454 -4.67908  0.13
44 H -1.84856 -0.60748 -1.87758  0.13
45 H -2.09709 -0.58355 -0.06106  0.10
46 H 0.46916 0.09892 -1.72333  0.10
47 H 0.54198 -0.29007 -0.00598  0.10
48 H -0.78400 2.16630 -1.34539  0.12
49 H 0.64326 2.07323 -0.33258  0.11
50 H -2.17085 1.54229 0.71589  0.12
51 H -1.20862 3.03983 0.90958  0.13
52 H -1.93086 -0.06318 2.17642  0.11
53 H -0.49164 -0.87329 4.36859  0.10
54 H 1.61074 0.86249 4.42208  0.09
55 H 1.33085 2.57493 2.31783  0.12
56 H -1.28191 -4.17142 1.93251  0.11
57 H -1.35147 -2.42149 1.99649  0.10
58 H -3.36734 -2.88980 0.15816  0.10
59 H -3.71008 -2.75531 1.91522  0.09
60 H -3.61282 -5.15466 -0.01367  0.05
61 H -2.95387 -5.43305 1.64344  0.05
62 H -5.72712 -3.50635 -0.49883  0.10
63 H -7.14494 -4.59367 -0.32146  0.11
64 H -8.55220 -3.23619 -1.54437  0.13
65 H -6.99540 -2.90950 -2.29488  0.13
66 H -7.77131 0.07467 0.26260  0.12
67 H -8.92269 -1.29269 0.51497  0.14
68 H -5.81937 -1.46737 0.71838  0.13
69 H -6.99810 -1.15251 2.09822  0.03
70 C -0.91088 6.67145 0.96781  -0.09
71 C -0.42461 6.22056 -0.34967  -0.23
72 N 0.02695 5.83968 -1.41039  -0.01
73 H -1.93348 6.32246 1.11945  0.06
74 H -0.28129 6.28524 1.78139  0.06
75 H -0.90366 7.76028 1.00520  0.08
76 C -3.70512 6.15280 -2.05336  -0.06
77 C -4.35356 6.22261 -0.74445  -0.30
78 N -4.85027 6.27276 0.26270  0.13
79 H -2.64792 5.91315 -1.92479  0.05
80 H -4.17556 5.38229 -2.66282  0.08
81 H -3.79280 7.11057 -2.56238  0.08
82 C -9.64043 2.08169 2.99269  -0.05
83 C -8.44513 1.24030 3.11583  -0.25
84 N -7.52863 0.59040 3.20739  0.16
85 H -9.91186 2.18617 1.94390  0.08
86 H -10.46904 1.62549 3.53222  0.09
87 H -9.44123 3.06522 3.40873  0.08
88 C 2.90500 -2.12950 0.43092  -0.04
89 C 3.25185 -1.19907 1.51212  -0.26
90 N 3.52259 -0.48653 2.34114  0.18
91 H 3.58134 -1.98616 -0.41082  0.09
92 H 2.99016 -3.15536 0.78621  0.09
93 H 1.88267 -1.94937 0.10225  0.04
94 C 4.35253 -1.97716 5.79524  -0.07
95 C 3.33719 -2.73421 6.53687  -0.29
96 N 2.55798 -3.31719 7.10321  0.13
97 H 5.09553 -2.65840 5.38465  0.08
98 H 3.88140 -1.43034 4.97910  0.05
99 H 4.84739 -1.27059 6.45878  0.08
100 C 3.98258 4.73137 -0.87807  -0.06
101 C 2.54593 4.90951 -1.07135  -0.12
102 N 1.43981 5.07588 -1.23394  0.07
103 H 4.51038 4.98104 -1.79711  0.08
104 H 4.33728 5.38118 -0.07877  0.03
105 H 4.19644 3.69613 -0.62450  0.04
106 C 6.06305 1.04271 0.62264  -0.06
107 C 5.55670 1.36796 -0.71434  -0.27
108 N 5.18406 1.58101 -1.76035  0.14
109 H 7.09318 1.38511 0.71573  0.08
110 H 5.45652 1.52801 1.38531  0.08
111 H 6.03011 -0.03380 0.77677  0.07
112 C -1.01987 -9.79923 -3.56364  -0.06
113 C -1.52953 -10.00220 -2.20142  -0.29
114 N -1.92043 -10.15425 -1.15614  0.14
115 H 0.06798 -9.83530 -3.56006  0.08
116 H -1.39974 -10.57979 -4.21971  0.09
117 H -1.34388 -8.82994 -3.93893  0.07
118 C 7.60839 7.05040 -0.26075  -0.06
119 C 6.71223 6.27822 0.59987  -0.28
120 N 5.99560 5.69424 1.24356  0.14
121 H 8.05252 6.39788 -1.01008  0.09
122 H 7.04323 7.83565 -0.76042  0.06
123 H 8.40236 7.50234 0.33108  0.08
124 C 8.75395 4.63671 3.54437  -0.07
125 C 9.22877 4.21214 2.22199  -0.30
126 N 9.58801 3.88939 1.20420  0.13
127 H 7.77497 4.20414 3.74075  0.08
128 H 9.45195 4.30535 4.31097  0.08
129 H 8.67611 5.72150 3.57762  0.08
130 C 7.20230 0.75438 -4.27849  -0.08
131 C 7.75743 -0.49980 -4.80243  -0.29
132 N 8.18250 -1.46303 -5.20180  0.12
133 H 7.90374 1.56936 -4.44758  0.08
134 H 6.26462 0.98237 -4.78083  0.08
135 H 7.01829 0.65955 -3.21224  0.04
136 C 2.57011 7.67320 -3.68078  -0.05
137 C 3.72964 7.74369 -2.78341  -0.27
138 N 4.61774 7.80139 -2.09244  0.16
139 H 2.90689 7.59204 -4.71259  0.08
140 H 1.96298 6.80335 -3.43259  0.06
141 H 1.96554 8.57134 -3.57232  0.09

Cartesian forces (eV/Å) of the 2 atoms listed first:
1.1 0.0 0.1
-0.6 -1.3 -0.2

For the frontier orbital gap, the calculation gives 5.9 eV. Its net charge is +1. The HOMO energy is -8.42 eV.

# 2
Below is a structure of composition C4H4KO2, with properties calculated with ωB97M-V with the def2-TZVPD basis set.

Each line ends with the natural charge from an NBO analysis.
Element x y z (Å)
1 O -1.31650 0.39965 2.38361  -0.53
2 C -1.53688 1.38495 1.66204  0.20
3 C -1.64531 0.83522 0.37357  0.01
4 H -1.63708 2.43123 1.99322  0.16
5 H -2.64709 0.61240 -0.01615  0.18
6 C 0.21586 -0.66580 -0.37982  -0.65
7 C 1.21876 -0.65034 -1.26650  0.66
8 O 2.35081 -0.78722 -1.58026  -0.62
9 K 4.67866 -1.04144 -2.77518  1.00
10 H 0.43314 -0.88048 0.67035  0.31
11 H -0.11437 -1.63816 -1.06487  0.28

Cartesian forces (eV/Å) of the 2 atoms listed first:
0.2 -0.1 -0.2
-0.8 -0.3 -0.8

For the frontier orbital gap (alpha / beta), the calculation gives 6.8 / 6.8 eV. Its net charge is +1. The HOMO energy (alpha / beta) is -10.82 / -10.82 eV.